# 1
55
Properties=species:S:1:pos:R:3:lowdin_charge:R:1 method="wB97M-V/def2-TZVPD" s2=3.78 homo_lumo_gap_ha="0.1887 / 0.1685" spin_multiplicity=4 charge=+3
C -4.780 -4.341 -2.492 -0.05
C -3.568 -3.746 -1.859 -0.79
H -5.577 -4.365 -1.757 0.10
H -4.574 -5.357 -2.829 0.11
H -5.091 -3.737 -3.343 0.10
O -3.433 -3.388 -0.712 0.02
Cl -2.224 -3.567 -3.027 0.64
Re 0.521 -0.341 -0.742 0.70
P 0.845 -2.266 0.361 0.64
C 0.899 -2.381 2.180 -0.19
C -0.324 -3.608 0.024 -0.21
H 0.094 -4.559 0.372 0.10
H 2.559 -3.969 0.121 0.10
H -0.546 -3.664 -1.045 -0.01
H 2.480 -2.916 -1.320 0.05
H -0.143 -2.362 2.526 0.08
H -1.264 -3.398 0.536 0.06
C 2.451 -2.932 -0.223 -0.18
H 1.369 -3.336 2.464 0.10
H 3.291 -2.331 0.150 0.05
H 1.438 -1.546 2.641 0.02
P -1.066 1.182 -1.198 0.65
C -1.758 2.378 -0.009 -0.18
C -0.322 2.292 -2.457 -0.19
H -2.405 -0.227 -2.657 0.04
H -3.068 1.436 -2.507 0.09
H -3.276 0.251 -1.179 0.08
C -2.605 0.600 -1.970 -0.19
H 0.153 1.697 -3.244 0.05
H -1.115 2.904 -2.899 0.09
H -2.296 3.158 -0.570 0.10
H -0.966 2.826 0.605 0.03
H 0.430 2.953 -2.012 0.05
H -2.460 1.840 0.641 0.08
Cl 0.513 -1.222 -2.863 0.20
C 2.938 1.817 -0.900 -0.20
P 1.956 0.922 0.369 0.70
C 3.275 0.248 1.446 -0.18
C 1.317 2.231 1.545 -0.39
C 1.447 3.587 1.235 -0.09
C 0.887 4.540 2.091 -0.02
C 0.220 4.140 3.252 -0.01
C 0.089 2.783 3.545 -0.03
C 0.634 1.819 2.694 -0.09
H 3.493 1.090 -1.511 0.08
H 3.646 2.501 -0.422 0.09
H 2.302 2.376 -1.591 0.03
H 3.654 1.082 2.057 0.10
H 2.872 -0.519 2.113 0.03
H 4.076 -0.168 0.821 0.07
H 2.007 3.885 0.353 0.11
H 1.013 5.594 1.864 0.13
H -0.151 4.892 3.954 0.14
H -0.403 2.467 4.460 0.13
H 0.546 0.757 2.915 0.10

---

# 2
13
Properties=species:S:1:pos:R:3:lowdin_charge:R:1 method="wB97M-V/def2-TZVPD" e_above_lowest_kj_mol=394.4 smiles="CON/N=C/N" homo_lumo_gap_ha=0.3344
C -1.698 0.926 -0.638 -0.16
O -0.477 0.795 -1.324 -0.22
N 0.043 -0.672 -1.369 -0.04
N 0.640 -1.084 -0.247 -0.02
C 1.117 -0.235 0.583 -0.29
N 1.785 -0.622 1.702 0.07
H -2.509 0.398 -1.162 0.08
H -1.930 1.992 -0.592 0.09
H -1.630 0.532 0.389 0.08
H -0.721 -1.318 -1.588 0.11
H 0.862 0.837 0.439 0.13
H 2.084 -1.588 1.706 0.09
H 2.434 0.039 2.101 0.08

---

# 3
27
Properties=species:S:1:pos:R:3:lowdin_charge:R:1 method="wB97M-V/def2-TZVPD" e_above_lowest_kj_mol=0.0 smiles="CC(C)(C)[C@@H](O)[C@H](Br)S(C)(=O)=O" homo_lumo_gap_ha=0.3956
C -1.268 -1.047 0.623 -0.05
C -1.164 0.148 -0.335 -0.56
C -2.276 0.193 -1.395 -0.02
C -1.222 1.371 0.602 -0.06
C 0.194 0.144 -1.020 -0.31
O 0.373 1.396 -1.679 -0.11
C 1.428 0.138 0.160 -0.78
Br 2.413 1.688 0.294 0.86
S 2.431 -1.334 -0.144 0.53
C 3.943 -1.166 0.795 -0.17
O 1.731 -2.370 0.486 -0.30
O 2.738 -1.533 -1.540 -0.31
H -0.224 -1.284 0.986 0.06
H -1.645 -1.995 0.166 0.10
H -1.811 -0.753 1.540 0.09
H -2.878 1.044 -1.268 0.06
H -1.807 0.330 -2.426 0.09
H -2.890 -0.735 -1.576 0.10
H -2.257 1.630 1.091 0.13
H -0.502 1.067 1.403 0.07
H -0.816 2.274 0.159 0.07
H 0.372 -0.707 -1.679 0.14
H -0.241 1.475 -2.413 0.09
H 0.991 -0.022 1.239 0.09
H 4.348 -2.174 0.617 0.08
H 4.717 -0.400 0.685 0.07
H 3.551 -1.125 1.777 0.05

---

# 4
10
Properties=species:S:1:pos:R:3:lowdin_charge:R:1 method="wB97M-V/def2-TZVPD" s2=0.77 homo_lumo_gap_ha="0.2499 / 0.2518" spin_multiplicity=2 charge=+1
C -2.281 -0.214 -0.096 -0.08
C -1.056 -0.300 -0.128 0.01
C 0.305 -0.288 -0.282 -0.05
C 1.244 0.641 0.198 -0.21
H 1.313 -1.182 -0.091 0.22
H 1.207 1.672 -0.186 0.14
O -3.554 -0.095 -0.193 0.16
H -4.000 -0.131 0.668 0.16
O 2.335 -0.038 0.381 -0.23
Ag 4.488 -0.066 -0.272 0.88

---

# 5
2
Properties=species:S:1:pos:R:3:lowdin_charge:R:1 method="wB97M-V/def2-TZVPD" e_above_lowest_kj_mol=0.7 homo_lumo_gap_ha=0.2116
S 0.403 -0.198 0.839 0.00
S -0.403 0.198 -0.839 0.00

---

# 6
155
Properties=species:S:1:pos:R:3:lowdin_charge:R:1 method="wB97M-V/def2-TZVPD" e_above_lowest_kj_mol=0.0 homo_lumo_gap_ha="0.0725 / 0.0692" charge=+2
Ru 0.919 1.107 0.116 0.53
O -0.159 2.468 1.646 -0.46
P -1.610 2.904 1.638 0.75
C -2.715 1.547 1.134 -0.30
P -2.016 -0.012 1.779 0.78
O -0.602 -0.222 1.280 -0.46
C -2.137 0.126 3.568 -0.28
C -1.114 0.738 4.294 -0.10
C -1.232 0.885 5.668 -0.04
C -2.372 0.429 6.320 -0.05
C -3.391 -0.182 5.601 -0.06
C -3.277 -0.337 4.228 -0.06
C -3.099 -1.340 1.269 -0.31
C -2.534 -2.618 1.198 -0.13
C -3.324 -3.694 0.826 -0.07
C -4.666 -3.500 0.521 -0.06
C -5.228 -2.235 0.602 -0.06
C -4.448 -1.152 0.978 -0.07
C -1.862 4.321 0.569 -0.29
C -3.129 4.719 0.149 -0.06
C -3.280 5.909 -0.544 -0.06
C -2.177 6.715 -0.792 -0.06
C -0.913 6.328 -0.364 -0.07
C -0.751 5.125 0.310 -0.09
C -2.143 3.506 3.244 -0.28
C -1.255 4.386 3.869 -0.07
C -1.612 5.012 5.051 -0.06
C -2.858 4.765 5.614 -0.06
C -3.743 3.894 4.996 -0.06
C -3.391 3.266 3.809 -0.08
H -2.734 1.491 0.045 0.02
H -3.727 1.715 1.507 0.06
H -0.234 1.110 3.784 0.09
H -0.432 1.356 6.226 0.11
H -2.466 0.545 7.393 0.12
H -4.272 -0.551 6.114 0.11
H -4.066 -0.832 3.671 0.11
H -1.484 -2.754 1.425 0.09
H -2.893 -4.686 0.771 0.11
H -5.275 -4.341 0.213 0.11
H -6.276 -2.091 0.373 0.11
H -4.896 -0.166 1.037 0.11
H -4.001 4.116 0.386 0.11
H -4.264 6.223 -0.874 0.11
H -2.306 7.659 -1.308 0.11
H -0.056 6.964 -0.553 0.11
H 0.224 4.815 0.667 0.10
H -0.283 4.570 3.423 0.10
H -0.928 5.706 5.524 0.11
H -3.143 5.257 6.536 0.11
H -4.715 3.707 5.433 0.11
H -4.100 2.589 3.350 0.10
C 4.083 -0.243 -0.919 -0.28
N 4.406 -0.877 0.322 -0.21
C 4.045 -0.094 1.473 -0.30
P 2.229 0.039 1.795 1.00
C 2.371 1.085 3.277 -0.36
C 2.498 0.544 4.555 -0.08
C 2.655 1.382 5.650 -0.07
C 2.689 2.758 5.477 -0.07
C 2.591 3.304 4.203 -0.07
C 2.438 2.470 3.108 -0.12
C 1.832 -1.641 2.373 -0.32
C 2.573 -2.737 1.930 -0.08
C 2.270 -4.018 2.372 -0.06
C 1.218 -4.225 3.249 -0.07
C 0.483 -3.139 3.705 -0.06
C 0.789 -1.860 3.273 -0.12
C 5.560 -1.717 0.370 -0.23
C 5.805 -2.625 -0.664 -0.04
C 6.902 -3.472 -0.622 -0.07
C 7.771 -3.454 0.458 -0.08
C 7.532 -2.561 1.489 -0.07
C 6.447 -1.693 1.445 -0.02
P 2.301 -0.024 -1.371 0.92
C 2.707 0.685 -2.997 -0.36
C 3.317 1.941 -3.011 -0.12
C 3.849 2.447 -4.186 -0.07
C 3.755 1.714 -5.360 -0.06
C 3.138 0.470 -5.355 -0.06
C 2.628 -0.053 -4.176 -0.07
C 1.661 -1.667 -1.781 -0.36
C 2.294 -2.792 -1.435 -0.06
C 1.875 -4.107 -1.924 -0.03
C 0.908 -4.241 -2.828 -0.03
C 0.051 -3.089 -3.272 -0.26
C 0.368 -1.742 -2.550 -0.45
H 4.521 -0.776 -1.755 0.10
H 4.486 0.782 -0.955 0.10
H 4.431 0.935 1.428 0.11
H 4.430 -0.556 2.375 0.09
H 2.476 -0.530 4.696 0.11
H 2.759 0.957 6.641 0.11
H 2.801 3.409 6.336 0.11
H 2.639 4.379 4.070 0.11
H 2.368 2.887 2.115 0.09
H 3.398 -2.604 1.246 0.08
H 2.869 -4.854 2.033 0.11
H 0.979 -5.226 3.586 0.11
H -0.332 -3.284 4.405 0.11
H 0.227 -1.031 3.658 0.06
H 5.140 -2.690 -1.517 0.09
H 7.074 -4.158 -1.443 0.11
H 8.622 -4.122 0.494 0.11
H 8.203 -2.519 2.339 0.11
H 6.334 -0.983 2.253 0.10
H 3.379 2.522 -2.097 0.11
H 4.336 3.415 -4.185 0.12
H 4.168 2.108 -6.280 0.11
H 3.067 -0.104 -6.270 0.11
H 2.189 -1.043 -4.177 0.10
H 3.194 -2.748 -0.832 0.07
H 2.448 -4.973 -1.614 0.12
H 0.676 -5.211 -3.258 0.12
H 0.001 -3.024 -4.359 0.12
H 0.227 -0.879 -3.195 0.08
C -3.159 5.673 -5.595 -0.04
C -2.494 4.720 -4.645 -0.26
C -1.227 4.987 -4.135 -0.01
C -0.597 4.137 -3.243 -0.29
C 0.789 4.472 -2.797 -0.07
C -1.285 2.971 -2.833 -0.48
Se -0.588 1.691 -1.631 0.74
C -2.562 2.658 -3.357 -0.30
C -3.336 1.413 -2.992 -0.09
C -3.135 3.549 -4.246 -0.02
H -2.426 6.264 -6.142 0.08
H -3.801 6.364 -5.043 0.09
H -3.787 5.141 -6.309 0.08
H -0.708 5.889 -4.446 0.12
H 0.968 5.547 -2.857 0.09
H 1.507 3.979 -3.446 0.07
H 0.974 4.141 -1.777 0.04
H -2.687 0.576 -2.748 0.00
H -3.976 1.115 -3.822 0.08
H -3.987 1.607 -2.133 0.08
H -4.112 3.315 -4.657 0.12
S -2.058 -5.158 -6.535 0.90
C -2.249 -4.427 -5.039 -1.23
S -2.585 -2.811 -5.416 0.90
C -1.320 -3.227 -2.625 -0.58
N -2.300 -4.009 -2.731 0.09
N -2.155 -4.926 -3.794 -0.09
C -1.975 -6.289 -3.374 -0.18
C -1.600 -6.514 -2.047 -0.02
C -1.401 -7.806 -1.586 -0.05
C -1.567 -8.891 -2.433 -0.05
C -1.955 -8.667 -3.744 -0.05
C -2.166 -7.379 -4.218 -0.03
S -1.147 -1.916 -1.494 1.09
H -1.472 -5.681 -1.373 0.10
H -1.108 -7.962 -0.553 0.12
H -1.411 -9.901 -2.072 0.12
H -2.107 -9.506 -4.414 0.12
H -2.502 -7.247 -5.233 0.06

---

# 7
20
Properties=species:S:1:pos:R:3:lowdin_charge:R:1 method="wB97M-V/def2-TZVPD" e_above_lowest_kj_mol=176.8 homo_lumo_gap_ha=0.3571
C 2.085 0.947 1.896 -0.13
C -2.473 -0.817 0.272 -0.16
C -0.642 0.407 -2.385 -0.16
C 1.237 0.766 0.693 -0.37
C 1.011 -0.780 0.362 -0.15
F -1.247 -2.035 -1.754 -0.24
Si -0.995 -0.642 -0.849 0.67
H 2.938 0.358 1.704 0.06
H 2.292 1.922 2.251 0.06
H 1.683 0.399 2.731 0.07
H -3.293 -0.362 -0.309 0.04
H -2.777 -1.821 0.540 0.04
H -2.385 -0.241 1.106 -0.02
H 0.081 -0.031 -2.965 0.00
H -1.646 0.627 -2.868 0.07
H -0.076 1.248 -2.116 -0.01
H 0.157 1.111 0.793 0.08
H 1.458 1.347 -0.215 0.09
H 0.802 -1.233 1.323 0.04
H 1.793 -1.170 -0.208 0.01

---

# 8
54
Properties=species:S:1:pos:R:3:lowdin_charge:R:1 method="wB97M-V/def2-TZVPD" e_above_lowest_kj_mol=135.1 homo_lumo_gap_ha=0.1796 charge=+1
Au 0.651 -0.314 -1.430 1.05
C 2.069 2.797 1.182 -0.04
C 1.694 3.082 -0.262 -0.59
O 1.795 4.485 -0.502 -0.03
P 2.731 2.167 -1.443 0.48
O 4.214 2.580 -1.159 -0.05
O 2.371 2.774 -2.850 -0.12
O 2.540 0.675 -1.347 -0.38
P -0.041 2.578 -0.670 0.33
O -0.966 3.585 0.129 -0.08
O -0.157 2.710 -2.164 -0.32
O -0.303 1.206 -0.071 -0.40
H 3.109 3.067 1.362 0.09
H 1.912 1.744 1.416 0.06
H 1.435 3.400 1.833 0.10
H 1.922 4.661 -1.443 0.10
H 4.882 2.269 -1.785 0.12
H 1.369 2.777 -2.914 0.05
H -0.995 4.470 -0.255 0.10
C -2.790 -2.334 1.469 -0.22
Ge -1.947 -1.956 3.197 0.75
C -3.197 -1.135 4.453 -0.21
C -1.103 -3.557 3.926 -0.22
C -0.551 -0.606 2.831 -0.58
Se 0.874 -1.253 1.660 0.84
C 2.157 -1.823 3.000 -0.39
H -3.669 -2.968 1.581 0.03
H -2.079 -2.850 0.823 0.00
H -3.106 -1.402 0.997 0.02
H -4.062 -1.769 4.644 0.02
H -3.554 -0.182 4.063 0.02
H -2.695 -0.952 5.404 0.02
H -1.834 -4.348 4.091 0.02
H -0.626 -3.337 4.881 0.02
H -0.351 -3.932 3.231 0.01
H -0.078 -0.235 3.741 0.03
H -0.986 0.250 2.315 0.00
H 1.726 -2.598 3.628 0.01
H 2.453 -0.966 3.600 0.03
H 3.023 -2.219 2.476 0.02
Cl 0.329 0.246 -7.099 0.80
C -0.090 -0.231 -5.519 -0.62
C -0.979 0.577 -4.786 -0.06
C -1.327 0.211 -3.521 0.00
C -0.800 -0.996 -2.952 -0.37
C -1.094 -1.399 -1.611 -0.06
C 0.111 -1.787 -3.726 -0.01
C 0.462 -1.400 -4.999 -0.07
H -1.361 1.484 -5.231 0.13
H -1.985 0.828 -2.925 0.13
H -0.844 -2.420 -1.339 0.09
H -1.894 -0.962 -1.026 0.09
H 0.493 -2.708 -3.305 0.13
H 1.143 -1.985 -5.599 0.12